(1)
Formula: C43H40N8O2S3W
Source: OMol25
Level of theory: the ωB97M-V functional and the def2-TZVPD basis

- net charge = 0
- HOMO level (spin up / spin down) (eV) = -6.234 / -6.305
- total energy (eV) = -95590.461
- frontier orbital gap (spin up / spin down) (eV) = 6.399 / 6.455
- multiplicity = 1
- max |F| (eV/A) = 0.7

Geometry as XYZ:
```
97
Properties=species:S:1:pos:R:3:forces:R:3:lowdin_charge:R:1
W -0.49777 1.07603 -1.50632 -0.348 -0.607 0.118 1.205
S 1.90429 1.57389 -1.47425 -0.054 0.035 0.056 0.565
S -1.59444 3.25607 0.39835 -0.150 0.062 0.075 0.598
S -0.02744 2.31458 -3.57928 0.053 0.031 -0.088 0.647
O -0.66374 3.59818 -0.66713 0.078 0.327 0.134 -0.383
O -2.97136 3.64320 0.24086 0.016 -0.037 0.033 -0.270
N -1.39992 1.66724 0.52908 0.010 0.029 -0.334 -0.178
N 0.26456 -0.66699 -0.24620 -0.027 0.144 -0.032 -0.001
N -3.42478 0.73207 1.40897 -0.034 -0.018 0.006 0.182
N 0.22597 5.63490 5.50081 0.018 -0.016 -0.011 0.102
N 1.42996 -1.62438 -2.01929 -0.063 -0.011 0.029 0.140
N 1.99094 -2.18037 0.15235 -0.027 -0.001 -0.021 0.162
N -2.28569 2.02267 -2.49467 0.164 0.026 0.036 -0.115
N -2.36003 0.03571 -0.59719 0.014 -0.034 0.003 0.011
C -0.94940 -2.07575 1.35200 -0.018 -0.013 0.000 -0.211
C -0.36553 5.16673 1.89781 -0.010 -0.001 0.015 -0.061
C -3.84528 3.39115 -4.31505 -0.005 -0.003 0.002 -0.062
C -4.41780 2.82073 -3.17857 0.012 0.001 -0.002 -0.055
C -0.61766 -0.60784 -2.86102 0.008 0.021 0.020 -0.258
C -1.28125 -3.07882 0.27939 0.009 -0.010 0.005 -0.028
C 0.05307 5.72516 3.09104 0.011 0.001 -0.010 -0.031
C -0.80985 3.81869 4.28535 0.006 0.013 0.013 -0.026
C 2.46926 -5.67509 -1.00135 0.010 -0.016 -0.010 -0.082
C -0.16035 5.05639 4.29913 -0.019 0.006 0.023 -0.329
C 2.42562 1.70605 0.21483 -0.020 0.017 -0.028 -0.627
C 2.37963 2.82822 2.35392 0.022 0.005 0.015 -0.081
C -1.39361 -2.29711 2.65320 -0.002 0.000 -0.010 -0.048
C -1.00514 3.93608 1.90312 0.033 0.008 0.025 -0.304
C -1.23171 3.26142 3.09397 -0.002 -0.002 -0.019 -0.053
C 4.34074 -2.80238 1.59179 -0.003 -0.019 -0.017 -0.037
C 2.00128 2.76091 1.02092 -0.028 0.010 -0.011 -0.118
C 1.18454 -1.47350 -0.70483 0.064 -0.016 -0.059 -0.422
C 0.42775 -1.52033 -3.01518 0.045 0.004 0.020 -0.215
C 2.53189 -3.46997 -0.03465 0.013 -0.018 0.035 -0.184
C 3.29931 0.76360 0.75622 0.003 -0.007 -0.036 -0.144
C 3.61664 -6.01810 -0.30432 -0.016 0.001 -0.003 -0.086
C -3.60216 2.15726 -2.28998 -0.011 -0.019 -0.001 -0.127
C -1.72900 2.58137 -3.58601 0.000 0.008 -0.002 -0.720
C -0.16376 -0.94368 1.09944 0.048 -0.005 0.009 -0.247
C -1.61000 -1.61148 -4.85859 0.010 -0.006 0.004 -0.085
C 0.55348 -2.37494 -4.12371 0.001 0.002 -0.015 -0.213
C -3.26389 -0.91275 -0.79889 -0.024 0.036 0.006 -0.108
C -1.05373 -1.44297 3.69007 0.000 0.006 0.003 -0.082
C -1.65881 -0.72778 -3.79680 0.002 -0.008 -0.012 -0.146
C -4.33205 -0.21549 1.19095 0.018 0.034 0.022 -0.096
C -0.48252 -2.40306 -5.04083 -0.008 0.004 0.007 -0.055
C 0.18565 -0.09101 2.14102 -0.019 -0.035 -0.007 -0.032
C -2.46923 0.81703 0.49529 0.103 -0.020 -0.012 -0.500
C 3.68594 -3.80530 0.68376 0.013 -0.010 -0.012 -0.204
C 3.21572 1.86014 2.89680 0.005 0.022 -0.003 -0.096
C 3.68985 0.83709 2.08604 0.001 0.005 0.027 -0.098
C -0.25103 -0.34158 3.43197 -0.012 -0.001 -0.009 -0.071
C -2.48774 3.28417 -4.52081 -0.008 0.003 -0.001 -0.071
C 1.78906 -3.20887 -4.34638 -0.005 0.013 0.002 -0.038
C -4.30355 -1.07518 0.09847 0.035 0.018 -0.017 -0.031
C 1.91936 -4.41131 -0.85729 -0.001 0.013 -0.014 -0.048
C 4.20480 -5.08558 0.53674 -0.001 0.014 0.001 -0.045
H -5.47482 2.90546 -2.97375 -0.002 -0.001 -0.003 0.104
H 0.35674 5.00012 6.27093 -0.007 0.004 0.003 0.088
H -2.51741 -0.07034 -3.72426 -0.001 0.004 0.008 0.085
H -0.98231 3.29656 5.21931 -0.002 -0.007 -0.003 0.112
H -1.41113 -1.63877 4.69303 -0.001 -0.002 -0.001 0.101
H -5.05602 -1.83573 -0.04481 -0.009 0.003 0.013 0.106
H 1.95855 -3.93832 -3.55228 -0.003 -0.013 0.022 0.059
H 3.66409 -0.03040 0.11553 0.011 0.016 0.015 0.084
H 0.78778 0.77847 1.92942 0.008 0.041 -0.020 0.082
H 2.68413 -2.58314 -4.41539 0.002 -0.002 0.001 0.091
H -2.28053 -3.48734 0.43458 0.004 -0.010 0.000 0.083
H 5.09781 -5.34918 1.09086 0.001 -0.001 -0.001 0.111
H -4.46314 3.91818 -5.03090 -0.004 0.000 0.003 0.108
H 0.55553 6.68509 3.09278 0.001 -0.002 -0.005 0.114
H -3.14476 -1.52183 -1.68748 0.009 0.014 -0.001 0.119
H 4.04674 -7.00519 -0.40720 0.001 0.000 -0.002 0.102
H -2.01156 -3.16619 2.85034 -0.001 0.001 0.004 0.112
H 0.03422 0.33436 4.22869 -0.001 0.000 0.003 0.103
H 0.95157 6.32994 5.43983 -0.005 0.004 0.000 0.089
H 3.50997 1.91310 3.93744 0.003 -0.004 0.003 0.098
H -1.23372 -2.64568 -0.72068 0.015 -0.009 0.004 0.065
H -0.18414 5.67509 0.95934 0.002 0.002 0.000 0.125
H 1.35761 3.51399 0.58817 0.058 -0.030 0.010 0.079
H -2.00055 3.71564 -5.38361 0.007 0.003 0.005 0.109
H -0.57957 -3.91588 0.31355 0.000 0.005 -0.002 0.078
H 1.98622 -6.39439 -1.65015 0.001 -0.002 0.001 0.107
H -4.00984 1.73104 -1.38531 0.001 0.008 0.004 0.103
H 4.36493 0.09338 2.49390 0.001 0.013 -0.006 0.092
H 4.60676 -1.89455 1.04747 -0.002 0.002 0.005 0.070
H -0.40744 -3.05692 -5.90188 0.002 -0.001 -0.001 0.107
H -1.72843 2.29822 3.07919 -0.001 0.000 0.011 0.102
H -2.42539 -1.65530 -5.57024 0.002 -0.001 -0.003 0.100
H 2.01461 3.64106 2.97093 0.001 0.007 -0.013 0.093
H 5.24732 -3.21701 2.02869 0.000 -0.004 0.003 0.082
H 2.27976 -2.10782 -2.25743 0.001 -0.030 0.014 0.134
H 1.70678 -3.75654 -5.28374 0.005 -0.002 0.002 0.079
H 2.05328 -1.78847 1.08061 -0.005 0.002 0.002 0.131
H 1.00507 -4.15761 -1.37716 0.003 0.016 -0.013 0.104
H 3.68329 -2.50671 2.41518 0.004 0.002 -0.001 0.088
H -5.12108 -0.29154 1.93139 -0.007 -0.014 -0.009 0.114
```
Positions in Å, forces in eV/Å.

=====

(2)
Formula: C43H40NP3V
Source: OMol25
Level of theory: the ωB97M-V functional and the def2-TZVPD basis

- expectation value of S² = 0.7747
- net charge = +2
- HOMO level (spin up / spin down) (eV) = -13.121 / -13.140
- total energy (eV) = -100270.098
- frontier orbital gap (spin up / spin down) (eV) = 6.465 / 6.923
- multiplicity = 2
- max |F| (eV/A) = 3.9

Geometry as XYZ:
```
88
Properties=species:S:1:pos:R:3:forces:R:3:lowdin_spin:R:1
V -0.90789 0.05741 0.09178 -0.414 1.206 0.264 1.123
P 0.23818 1.37826 1.94745 -0.349 -0.690 1.676 -0.016
P 0.03260 2.08585 -1.11713 -0.152 0.891 -0.032 -0.006
P 1.05002 -1.33021 -0.73053 1.585 -0.259 -1.048 -0.004
N -2.75638 1.07433 0.82129 0.380 -0.464 -0.831 0.001
C 1.77095 3.78383 2.22716 -1.361 0.113 -1.305 -0.001
C 0.46484 -5.70088 0.72503 1.192 0.348 -0.152 -0.001
C 0.71110 -1.32526 -2.54948 0.815 -0.258 -0.107 -0.001
C -1.42329 -0.31743 -1.83054 -0.436 0.139 -0.169 -0.038
C -5.16844 1.81289 1.97721 0.495 -0.681 0.081 0.004
C 1.93335 -3.78943 0.56937 -0.875 0.700 -0.239 -0.001
C -3.27397 0.37533 1.85132 0.956 -0.872 -0.778 0.005
C 1.34991 4.50506 -0.41779 -0.679 -0.072 0.934 -0.001
C -4.41622 0.77574 2.46706 -1.044 0.151 1.045 0.000
C -3.27204 -0.18545 -3.49363 3.574 -1.233 0.942 -0.001
C -3.48796 2.08140 0.29622 0.301 -0.765 0.556 0.002
C -4.69429 2.41296 0.83724 -0.993 1.779 -0.425 0.000
C 1.52414 0.37357 2.90344 -0.230 0.258 -1.443 0.000
C 1.53731 -1.92244 -3.52453 -1.637 1.233 0.439 -0.001
C -0.94058 1.89882 3.33265 0.843 -1.086 0.459 -0.001
C 5.46231 0.02288 -0.15841 -0.032 -1.479 -0.715 0.000
C -2.37309 -0.60508 -4.47881 -0.889 1.384 0.173 -0.001
C -2.50134 -2.93199 3.61197 -0.169 -0.066 -0.356 -0.001
C -1.16476 -3.06662 3.28912 1.622 -0.185 -0.080 -0.001
C 1.63419 -5.02524 1.10775 -0.481 -0.506 0.272 0.000
C -0.15164 -1.43828 -5.21369 0.725 -0.086 0.213 -0.001
C 3.16907 0.35659 0.10368 -1.832 -0.629 -0.522 0.000
C 0.82746 3.27032 0.05444 0.596 0.653 -1.094 -0.002
C 1.00711 -3.10025 -0.27755 0.821 -0.652 0.807 0.001
C -3.19408 -1.86593 3.07698 0.080 2.182 -0.531 -0.001
C 1.91425 5.42755 0.45892 -0.201 -0.510 0.144 0.000
C -0.35746 -5.07296 -0.15058 -0.399 0.409 -0.524 0.000
C -0.99995 -0.85836 -4.22569 -0.126 -0.460 0.592 -0.001
C -2.56604 -0.86647 2.22040 0.160 -1.720 0.655 -0.002
C -0.54575 -0.74742 -2.86707 0.256 -1.227 -1.044 -0.002
C 2.83098 -0.80530 -0.60945 0.810 -0.162 0.954 -0.002
C -0.13262 -3.79510 -0.62164 0.520 0.048 0.603 0.000
C 5.22116 -1.23754 -0.84481 0.970 2.703 1.650 0.000
C 1.32182 1.90590 -2.38833 1.022 1.218 0.832 0.001
C -0.55476 -2.13423 2.40973 -0.054 -0.714 -0.463 -0.004
C -2.75278 -0.06911 -2.13953 -1.223 0.123 -0.080 -0.007
C 4.44285 0.79640 0.34352 0.528 -0.529 -1.143 0.000
C -1.15016 3.18547 -2.05844 0.508 1.153 -0.711 0.000
C 2.14407 5.05548 1.78457 -0.752 -2.102 -0.440 0.000
C 3.93009 -1.60885 -1.04263 -1.362 -0.854 -0.252 -0.001
C 1.08388 -1.94995 -4.85883 0.398 -0.319 -0.656 0.000
C -1.22916 -1.09668 1.71971 -1.362 -0.443 2.045 -0.034
C 1.02446 2.92548 1.37335 0.567 -0.011 0.933 -0.004
H 1.60853 2.97114 -2.58006 -0.079 -0.899 -0.071 0.000
H 2.85806 -3.35000 0.86158 0.516 0.548 0.157 0.000
H -4.22519 -1.70129 3.41607 0.439 -0.112 -0.347 0.000
H 2.25172 -5.45962 1.88865 0.298 0.033 -0.398 0.000
H -0.41092 -1.52936 -6.27202 -0.425 0.180 0.480 0.000
H -3.00491 -3.64732 4.26324 0.156 0.240 -0.180 0.000
H -4.29711 -0.10943 -3.65277 -1.515 0.366 -0.461 0.000
H 1.84412 3.53907 3.26310 0.345 -0.177 0.548 0.000
H -3.49357 0.19172 -1.32607 0.963 -0.296 -1.155 0.000
H -6.08877 2.05561 2.46673 -0.335 0.399 -0.005 0.000
H -1.21796 -5.57480 -0.48560 -1.055 -0.564 -0.396 0.000
H -1.86169 2.28211 2.98033 -0.808 0.502 -0.657 0.000
H -4.73124 0.28207 3.36118 -0.173 -0.324 0.272 0.000
H 1.54370 -0.70819 2.64867 -0.263 0.953 0.208 0.000
H 6.07269 -1.85069 -1.11758 -0.229 0.039 -0.160 0.000
H 0.24033 -6.72335 0.94976 0.105 -0.282 0.687 0.000
H 0.49458 -2.27668 2.16918 -0.193 -0.279 0.110 -0.001
H 1.73047 -2.43939 -5.63688 -0.763 0.645 0.869 0.000
H 2.54249 5.63311 2.55493 0.788 1.502 0.608 0.000
H -1.19161 1.01266 3.94654 0.223 0.105 -0.538 0.000
H 2.23714 1.36482 -2.07292 -0.781 0.161 -0.235 0.000
H -2.67800 -0.64534 -5.51953 -0.256 -0.253 0.108 0.000
H 0.86569 1.51061 -3.26229 -0.163 -0.508 -0.839 0.000
H 2.43511 0.80231 2.51732 0.605 -0.026 0.313 0.000
H 6.44233 0.40870 -0.00717 0.859 -0.176 -0.088 0.000
H -3.16862 2.58228 -0.59818 0.459 -0.023 -0.063 0.000
H -1.64759 3.87005 -1.36367 0.040 -0.212 0.035 0.000
H -0.56509 2.61176 4.06855 0.571 0.132 -0.416 0.000
H 2.09984 6.43454 0.12227 0.296 0.057 -0.076 0.000
H 2.36330 0.96336 0.46299 -0.362 0.258 -0.004 0.001
H 4.63747 1.77442 0.74105 0.027 0.126 0.461 0.000
H -5.25070 3.23908 0.40274 0.070 -0.180 -0.100 0.000
H -1.91277 2.67427 -2.65027 0.164 -0.350 0.235 0.000
H 1.16585 4.82794 -1.42457 0.012 -0.036 -0.393 0.000
H 1.46505 0.53041 3.96344 -0.184 0.060 0.468 0.000
H -0.87379 -3.33462 -1.20506 -0.931 0.536 -0.897 0.000
H -0.56227 -3.92002 3.74388 -0.743 1.392 -0.770 0.000
H 2.51314 -2.30081 -3.31390 0.308 -0.314 0.355 0.000
H -0.63382 3.88699 -2.80931 -0.295 -1.195 1.165 0.000
H 3.79255 -2.59315 -1.49660 -0.357 0.316 0.037 0.000
```
Positions in Å, forces in eV/Å.